(1)
{
  "formula": "C46H35F2N4P2ReS2",
  "method": "wB97M-V/def2-TZVPD",
  "homo_energy_ha": [-0.373, -0.362],
  "lumo_ev": [-3.22, -2.98],
  "total_charge": 1,
  "s2": 0.78,
  "gap_ev": [6.93, 6.86],
  "multiplicity": 2,
  "de_lowest_kcal_mol": 14.50,
  "max_force_ev_per_a": 1.10,
  "species": ["Re", "S", "P", "C", "P", "S", "C", "C", "C", "C", "C", "C", "C", "C", "C", "C", "C", "C", "C", "C", "C", "C", "C", "C", "C", "C", "C", "C", "C", "C", "H", "H", "H", "H", "H", "H", "H", "H", "H", "H", "H", "H", "H", "H", "H", "H", "H", "H", "H", "H", "N", "C", "C", "C", "C", "C", "N", "C", "C", "C", "C", "C", "N", "H", "H", "H", "H", "H", "H", "H", "H", "H", "F", "C", "C", "C", "C", "C", "F", "C", "C", "C", "C", "C", "C", "N", "H", "H", "H", "H", "H", "H"],
  "positions_angstrom": [[1.61, 0.31, -0.46], [0.57, 0.55, -2.65], [-1.09, -0.01, -1.61], [-0.22, -0.32, -0.08], [-0.90, -1.11, 1.41], [0.41, -2.04, 2.52], [-1.74, 0.24, 2.29], [-1.50, 1.57, 1.99], [-2.11, 2.58, 2.72], [-2.95, 2.26, 3.77], [-3.19, 0.93, 4.09], [-2.58, -0.08, 3.36], [-2.22, -2.30, 1.00], [-1.89, -3.65, 0.88], [-2.87, -4.58, 0.58], [-4.19, -4.18, 0.40], [-4.53, -2.85, 0.54], [-3.55, -1.91, 0.85], [-1.93, -1.25, -2.64], [-1.97, -2.62, -2.40], [-2.56, -3.47, -3.32], [-3.10, -2.97, -4.49], [-3.05, -1.61, -4.75], [-2.48, -0.75, -3.83], [-2.37, 1.26, -1.43], [-2.03, 2.61, -1.40], [-3.00, 3.57, -1.16], [-4.31, 3.18, -0.94], [-4.67, 1.84, -1.01], [-3.70, 0.88, -1.26], [-0.84, 1.83, 1.17], [-1.92, 3.62, 2.47], [-3.43, 3.04, 4.34], [-3.84, 0.68, 4.92], [-2.75, -1.12, 3.63], [-0.87, -3.95, 1.06], [-2.60, -5.63, 0.50], [-4.95, -4.92, 0.17], [-5.56, -2.54, 0.44], [-3.83, -0.88, 1.00], [-1.57, -3.02, -1.48], [-2.60, -4.54, -3.11], [-3.56, -3.64, -5.20], [-3.47, -1.21, -5.66], [-2.45, 0.31, -4.04], [-1.01, 2.91, -1.58], [-2.73, 4.61, -1.14], [-5.07, 3.93, -0.75], [-5.70, 1.54, -0.87], [-3.98, -0.15, -1.36], [4.48, -1.44, -0.08], [4.75, -0.16, -0.50], [6.05, 0.33, -0.37], [6.35, 1.58, -0.88], [5.36, 2.29, -1.54], [4.10, 1.75, -1.61], [3.77, 0.57, -1.04], [3.47, -2.29, -0.50], [3.69, -3.67, -0.43], [2.75, -4.52, -0.93], [1.61, -3.99, -1.54], [1.45, -2.63, -1.54], [2.33, -1.78, -0.97], [5.28, -1.92, 0.32], [6.81, -0.28, 0.11], [7.35, 1.97, -0.78], [5.56, 3.25, -2.00], [3.29, 2.26, -2.10], [4.62, -4.04, 0.00], [2.90, -5.59, -0.88], [0.87, -4.62, -2.01], [0.60, -2.17, -2.01], [0.80, 5.62, -1.60], [1.11, 4.70, -0.67], [1.22, 3.38, -1.05], [1.51, 2.40, -0.10], [1.79, 2.81, 1.22], [1.63, 4.15, 1.55], [1.82, 4.57, 2.82], [1.28, 5.12, 0.63], [2.30, 1.78, 2.13], [2.81, 2.01, 3.41], [3.35, 0.97, 4.14], [3.36, -0.30, 3.59], [2.83, -0.47, 2.33], [2.33, 0.53, 1.60], [1.05, 3.13, -2.09], [1.18, 6.15, 0.93], [2.78, 3.01, 3.82], [3.74, 1.15, 5.13], [3.74, -1.15, 4.14], [2.76, -1.45, 1.90]]
}



(2)
{
  "formula": "C46H36Cl2N2Zn",
  "method": "wB97M-V/def2-TZVPD",
  "homo_energy_ha": 0.014,
  "lumo_ev": 3.84,
  "total_charge": -2,
  "gap_ev": 3.46,
  "multiplicity": 1,
  "max_force_ev_per_a": 2.11,
  "species": ["C", "C", "C", "C", "N", "C", "C", "C", "C", "C", "C", "C", "C", "C", "C", "C", "C", "C", "C", "C", "N", "C", "C", "C", "C", "C", "C", "C", "C", "C", "C", "C", "C", "C", "C", "C", "C", "C", "C", "H", "H", "H", "H", "H", "H", "H", "H", "H", "H", "H", "H", "H", "H", "H", "H", "H", "H", "H", "H", "H", "H", "H", "H", "H", "H", "H", "H", "H", "Cl", "Zn", "Cl", "C", "C", "C", "C", "C", "C", "C", "C", "C", "H", "H", "H", "H", "H", "H", "H"],
  "positions_angstrom": [[-6.23, 1.83, -2.99], [-6.69, 1.83, -1.67], [-6.22, 0.88, -0.77], [-5.22, -0.02, -1.17], [-4.68, -0.91, -0.19], [-5.17, -2.25, -0.18], [-4.76, -3.16, -1.15], [-5.30, -4.45, -1.16], [-6.25, -4.82, -0.20], [-6.65, -3.90, 0.78], [-6.12, -2.62, 0.78], [-3.34, -0.71, 0.25], [-3.13, -0.34, 1.59], [-1.86, -0.07, 2.03], [-0.74, -0.15, 1.15], [0.55, 0.18, 1.64], [1.79, -0.25, 1.08], [2.98, 0.42, 1.48], [4.22, 0.06, 0.99], [4.34, -1.07, 0.16], [5.60, -1.40, -0.33], [5.88, -2.69, -0.89], [5.68, -2.92, -2.25], [5.92, -4.19, -2.78], [6.42, -5.21, -1.96], [6.69, -4.95, -0.61], [6.42, -3.69, -0.08], [6.53, -0.35, -0.61], [7.65, -0.16, 0.21], [8.56, 0.86, -0.07], [8.38, 1.67, -1.20], [7.28, 1.46, -2.04], [6.35, 0.46, -1.74], [3.21, -1.84, -0.15], [1.95, -1.44, 0.29], [-0.97, -0.58, -0.18], [-2.26, -0.86, -0.62], [-4.80, -0.06, -2.49], [-5.28, 0.89, -3.40], [-6.60, 2.57, -3.70], [-7.45, 2.55, -1.34], [-6.55, 0.84, 0.27], [-4.04, -2.84, -1.90], [-5.00, -5.14, -1.95], [-6.67, -5.83, -0.23], [-7.40, -4.19, 1.53], [-6.43, -1.86, 1.51], [-4.02, -0.24, 2.22], [-1.71, 0.27, 3.05], [0.61, 0.64, 2.63], [2.88, 1.26, 2.17], [5.11, 0.63, 1.24], [5.33, -2.10, -2.88], [5.75, -4.37, -3.84], [6.62, -6.20, -2.38], [7.13, -5.72, 0.03], [6.64, -3.44, 0.97], [7.79, -0.83, 1.06], [9.42, 1.01, 0.59], [9.11, 2.45, -1.44], [7.14, 2.06, -2.94], [5.48, 0.28, -2.38], [3.33, -2.73, -0.76], [1.10, -2.05, 0.03], [-0.16, -0.64, -0.89], [-2.45, -1.19, -1.64], [-4.09, -0.82, -2.80], [-4.92, 0.86, -4.43], [-1.14, 5.14, -2.60], [-2.19, 3.75, -1.37], [-3.42, 2.48, -0.16], [-1.00, 5.17, 0.99], [0.02, 4.18, 0.94], [-0.19, 3.25, 1.98], [-1.39, 3.61, 2.66], [-1.91, 4.81, 2.03], [-3.14, 5.35, 2.41], [-3.77, 4.84, 3.54], [-3.18, 3.77, 4.26], [-2.00, 3.16, 3.83], [-1.18, 6.00, 0.33], [0.84, 4.18, 0.21], [0.49, 2.47, 2.30], [-3.56, 6.18, 1.83], [-4.72, 5.25, 3.90], [-3.69, 3.37, 5.14], [-1.55, 2.32, 4.36]]
}



(3)
{
  "formula": "C46H36N5O12S3W",
  "method": "wB97M-V/def2-TZVPD",
  "homo_energy_ha": -0.230,
  "lumo_ev": 0.42,
  "total_charge": -1,
  "gap_ev": 6.68,
  "multiplicity": 1,
  "de_lowest_kcal_mol": 5.67,
  "max_force_ev_per_a": 0.55,
  "species": ["W", "O", "C", "C", "C", "C", "C", "C", "C", "N", "N", "C", "O", "C", "C", "C", "C", "C", "C", "H", "H", "H", "H", "H", "H", "H", "H", "H", "H", "O", "S", "O", "O", "C", "C", "C", "C", "C", "C", "S", "O", "O", "O", "H", "H", "H", "H", "S", "C", "N", "O", "C", "N", "C", "C", "O", "N", "C", "C", "C", "C", "C", "C", "C", "C", "C", "C", "C", "C", "H", "H", "H", "H", "H", "H", "H", "H", "H", "H", "H", "C", "C", "C", "C", "C", "C", "C", "C", "C", "C", "O", "O", "H", "H", "H", "H", "H", "H", "H", "H", "H", "H", "H"],
  "positions_angstrom": [[0.08, 0.23, 0.17], [0.88, -1.49, 0.48], [1.01, -2.55, -0.30], [2.26, -3.09, -0.59], [2.32, -4.22, -1.39], [1.16, -4.82, -1.88], [-0.07, -4.29, -1.58], [-0.17, -3.14, -0.79], [-1.44, -2.52, -0.50], [-1.56, -1.31, -0.12], [-2.85, -0.85, 0.01], [-2.82, 0.42, 0.20], [-1.68, 1.07, 0.28], [-4.04, 1.23, 0.31], [-3.95, 2.57, 0.66], [-5.10, 3.34, 0.75], [-6.34, 2.77, 0.49], [-6.43, 1.43, 0.13], [-5.29, 0.66, 0.04], [3.14, -2.60, -0.22], [3.29, -4.63, -1.65], [1.24, -5.70, -2.51], [-0.98, -4.74, -1.97], [-2.36, -3.08, -0.66], [-2.98, 2.99, 0.88], [-5.03, 4.38, 1.02], [-7.24, 3.37, 0.56], [-7.40, 0.99, -0.07], [-5.34, -0.39, -0.24], [2.93, 2.13, 2.64], [1.98, 1.07, 2.66], [0.88, 1.35, 1.60], [2.44, -0.28, 2.55], [1.10, 1.16, 4.19], [1.85, 1.69, 5.24], [1.37, 1.66, 6.54], [0.14, 1.08, 6.80], [-0.61, 0.56, 5.77], [-0.15, 0.60, 4.45], [-1.39, 0.13, 3.25], [-2.18, -0.89, 3.88], [-2.03, 1.36, 2.91], [-0.65, -0.51, 2.09], [2.81, 2.13, 5.01], [1.97, 2.08, 7.34], [-0.23, 1.03, 7.82], [-1.58, 0.12, 5.96], [-1.28, -1.23, -4.09], [-0.58, -0.65, -2.79], [-0.07, -0.26, -1.80], [2.01, 3.25, 0.04], [1.03, 3.23, -0.65], [0.60, 4.29, -1.42], [-0.49, 3.96, -2.29], [-0.81, 2.54, -1.77], [-1.75, 1.89, -2.20], [0.12, 2.17, -0.84], [-0.12, 3.83, -3.77], [-1.12, 3.74, -4.73], [-0.79, 3.55, -6.07], [0.54, 3.44, -6.45], [1.54, 3.51, -5.49], [1.21, 3.71, -4.16], [-1.66, 4.94, -2.11], [-1.36, 6.30, -2.04], [-2.37, 7.24, -1.92], [-3.70, 6.84, -1.85], [-4.00, 5.49, -1.92], [-2.99, 4.54, -2.05], [1.28, 5.00, -1.64], [-2.16, 3.81, -4.44], [-1.58, 3.48, -6.81], [0.80, 3.28, -7.49], [2.58, 3.41, -5.77], [2.00, 3.71, -3.42], [-0.33, 6.63, -2.08], [-2.11, 8.29, -1.86], [-4.49, 7.57, -1.75], [-5.03, 5.16, -1.85], [-3.24, 3.49, -2.10], [7.02, -3.20, -2.27], [5.92, -2.19, -2.09], [4.86, -2.12, -2.98], [3.83, -1.18, -2.84], [2.70, -1.17, -3.82], [3.88, -0.32, -1.75], [4.93, -0.36, -0.83], [4.96, 0.56, 0.36], [5.94, -1.30, -1.02], [2.74, 0.65, -1.54], [2.53, 1.56, -2.31], [2.01, 0.34, -0.49], [6.88, -3.77, -3.19], [7.04, -3.91, -1.44], [8.00, -2.72, -2.30], [4.83, -2.80, -3.83], [3.07, -1.41, -4.82], [2.19, -0.21, -3.86], [1.96, -1.94, -3.57], [4.69, 1.58, 0.08], [5.96, 0.58, 0.80], [4.25, 0.23, 1.12], [6.77, -1.33, -0.32]]
}